Record 1
Computed, not measured: a cluster of 8 separate species, C57H128N8O8 in total in a non-equilibrium geometry, with the ωB97M-V functional and the def2-TZVPD basis.

Lowest unoccupied orbital energy   0.018 Eh
Gap between HOMO and LUMO   8.31 eV
E_HOMO   -7.8127 eV
ΔE to the lowest compared entry with this formula, charge and spin   0.0 kJ/mol

The geometry in ORCA input format:
```
! RIJCOSX wB97M-V def2-TZVPD def2/J DEFGRID3
* xyz 0 1
C 0.11339 -3.13098 -4.21614
C -0.53883 -2.76429 -2.90221
C -2.02020 -2.60066 -3.08419
O -2.54882 -2.20578 -1.82473
C -3.96678 -2.14869 -1.79629
N -0.15865 -3.74766 -1.88157
H 0.03060 -2.31719 -4.94354
H -0.33900 -4.02409 -4.65681
H 1.18769 -3.28992 -4.11293
H -0.07899 -1.81074 -2.61735
H -2.49312 -3.55623 -3.35796
H -2.24541 -1.85881 -3.86219
H -4.27002 -2.14552 -0.75074
H -4.37962 -3.06584 -2.23283
H -4.29846 -1.25163 -2.32278
H -0.20895 -4.68656 -2.26613
H -0.86593 -3.69460 -1.15263
C -0.33006 1.28578 -0.91875
C 0.19936 0.64484 0.34903
C -0.02921 -0.83755 0.35139
O 0.14330 -1.34561 1.65000
C 0.19614 -2.76295 1.65565
N 1.64876 0.94921 0.48456
H -0.23667 2.36937 -0.94532
H -1.38567 1.01564 -1.00043
H 0.21127 0.80450 -1.73927
H -0.25805 1.09724 1.24229
H 0.66703 -1.31236 -0.35470
H -1.05122 -1.01404 -0.02256
H 0.49607 -3.16917 0.68476
H -0.81438 -3.15854 1.83327
H 0.88828 -3.06741 2.43440
H 2.01829 0.33508 1.20408
H 1.74334 1.90052 0.82737
C 5.61070 4.02563 2.17818
C 4.33231 3.50671 1.54413
C 3.14667 4.43111 1.71737
O 1.97999 3.68236 1.46696
C 0.82451 4.43821 1.18177
N 4.58184 3.31475 0.08821
H 5.46264 4.28511 3.22893
H 5.99119 4.87616 1.61271
H 6.36870 3.24182 2.13957
H 4.12409 2.51402 1.96181
H 3.26543 5.29279 1.04936
H 3.14320 4.78581 2.75837
H 0.60836 5.16324 1.97703
H -0.00782 3.73690 1.14602
H 0.90197 4.99907 0.24400
H 4.96373 2.38153 -0.05201
H 3.67823 3.25121 -0.37691
C 6.74299 0.50945 -2.43528
C 5.33566 0.28052 -2.98916
C 5.41029 -0.40090 -4.35733
C 5.62499 -1.92034 -4.27653
C 4.65589 -2.59931 -3.32803
C 4.51874 -1.95251 -1.94219
N 4.45076 -0.49764 -2.14959
O 4.21586 0.16009 -0.91445
C 3.16199 -2.37395 -1.35721
C 5.70751 -2.32105 -1.02829
C 4.68119 1.64245 -3.24799
H 6.70900 0.80721 -1.38452
H 7.23438 1.33316 -2.96051
H 7.39791 -0.35892 -2.53248
H 4.53179 -0.15965 -4.95613
H 6.30542 -0.03185 -4.86827
H 6.65470 -2.13599 -3.98745
H 5.45345 -2.29479 -5.28907
H 5.06057 -3.60394 -3.14429
H 3.66355 -2.78791 -3.74491
H 3.16969 -2.14175 -0.29482
H 2.39130 -1.82989 -1.90207
H 3.01057 -3.44053 -1.52366
H 6.22075 -1.46040 -0.60722
H 5.37398 -2.91238 -0.16784
H 6.43351 -2.95679 -1.54113
H 4.70852 2.27900 -2.36282
H 3.64868 1.53073 -3.58579
H 5.21537 2.15355 -4.05289
H 3.28675 0.43750 -0.95601
C 2.76582 -2.29895 4.39209
C 3.96378 -1.64453 3.68585
C 3.83561 -0.11207 3.75389
C 4.34323 0.47800 5.05194
C 5.76188 0.03896 5.36719
C 5.89803 -1.49238 5.37266
N 5.27447 -2.05688 4.18769
O 5.36412 -3.47078 4.21302
C 7.39179 -1.79274 5.27274
C 5.39626 -2.00013 6.73269
C 3.92521 -2.01790 2.20756
H 1.82626 -1.83255 4.08893
H 2.81524 -2.35338 5.48004
H 2.64873 -3.32594 4.02449
H 4.41691 0.30339 2.92049
H 2.79038 0.14046 3.57491
H 3.66936 0.08410 5.82687
H 4.22126 1.56252 5.06950
H 6.03040 0.44275 6.34426
H 6.45449 0.48132 4.64576
H 7.56772 -2.83667 5.00868
H 7.87255 -1.20751 4.48894
H 7.90016 -1.60556 6.22096
H 4.35119 -1.76070 6.93226
H 5.50706 -3.08250 6.86402
H 6.01584 -1.57421 7.52191
H 3.07489 -1.55620 1.70298
H 3.86885 -3.09877 2.04487
H 4.87322 -1.74039 1.74534
H 4.76465 -3.75328 4.91894
C -3.06692 1.02808 -5.13432
C -1.62632 1.50312 -5.27370
C -0.69086 0.29619 -5.16184
C 0.70478 0.61368 -5.68141
C 0.65308 1.04905 -7.14308
C -0.24700 2.26831 -7.34784
N -1.50693 2.07447 -6.62813
O -2.32342 3.21384 -6.80007
C 0.54637 3.52829 -6.92222
C -0.54465 2.34513 -8.84515
C -1.31729 2.51348 -4.15397
H -3.76013 1.85511 -5.29118
H -3.25236 0.65075 -4.12300
H -3.29884 0.22928 -5.83798
H -0.52256 0.08541 -4.09832
H -1.15146 -0.55772 -5.65942
H 1.37450 -0.24826 -5.59662
H 1.16956 1.36999 -5.04299
H 0.36563 0.19861 -7.76279
H 1.68973 1.30317 -7.38086
H 0.74290 3.48476 -5.84586
H 1.51004 3.49899 -7.42387
H -0.01520 4.44766 -7.07669
H 0.30411 2.05703 -9.46712
H -1.35377 1.65275 -9.09903
H -0.92000 3.31352 -9.18324
H -1.75656 3.49513 -4.33893
H -0.24987 2.62913 -3.96556
H -1.75462 2.15051 -3.22126
H -1.99183 3.87033 -6.17027
C -7.99811 -2.68794 4.91914
C -6.73037 -3.29570 4.32193
C -6.62302 -2.86658 2.86865
C -5.23079 -3.05909 2.25881
C -4.17605 -2.31560 3.05894
C -4.20772 -2.73439 4.52895
N -5.57189 -2.71518 5.02694
O -5.57082 -3.08157 6.39823
C -3.50782 -4.10198 4.67211
C -3.37729 -1.68583 5.30014
C -6.82098 -4.82726 4.41499
H -8.17895 -3.07998 5.92190
H -8.84035 -3.06006 4.32492
H -8.03523 -1.60179 4.86760
H -7.27029 -3.36274 2.14507
H -6.76951 -1.77973 2.86298
H -5.27212 -2.61615 1.25861
H -4.95079 -4.11211 2.17249
H -4.20210 -1.24341 2.83006
H -3.19000 -2.55112 2.63910
H -4.17139 -4.92855 4.43046
H -2.59788 -4.13954 4.07312
H -3.19620 -4.27121 5.70648
H -3.91521 -0.74230 5.29774
H -3.17211 -2.05562 6.30516
H -2.39628 -1.63095 4.82248
H -7.80266 -5.11743 4.03103
H -6.67780 -5.18445 5.43192
H -6.10672 -5.30832 3.74687
H -6.12406 -2.41103 6.80915
C -6.25605 0.95744 1.11497
C -5.27487 1.90187 0.40946
C -5.96056 2.33079 -0.90470
C -5.34749 3.59809 -1.49647
C -5.33355 4.68797 -0.43603
C -4.56355 4.32262 0.81306
N -5.01748 3.02246 1.29042
O -4.34756 2.63570 2.46632
C -3.03003 4.28224 0.55058
C -4.78689 5.39388 1.87122
C -4.06646 1.05880 0.00190
H -6.64742 0.22964 0.39944
H -7.15543 1.46358 1.46917
H -5.69677 0.47569 1.91892
H -5.81572 1.52055 -1.61999
H -7.02956 2.51051 -0.76529
H -5.93007 3.96938 -2.34088
H -4.31859 3.41211 -1.82532
H -6.38046 4.83769 -0.12602
H -5.05143 5.65068 -0.86405
H -2.77842 5.12713 -0.10909
H -2.48343 4.53630 1.45992
H -2.59297 3.40102 0.08668
H -4.63888 6.38480 1.43848
H -5.79763 5.36934 2.28827
H -4.10230 5.28376 2.71191
H -4.33223 0.01592 -0.19382
H -3.38954 0.86255 0.85166
H -3.43521 1.49999 -0.76657
H -5.03134 2.67283 3.14282
*
```

Here are the Mulliken charges for atoms 1 to 2, given in e: -1.39, 2.12

---

Record 2
Computed, not measured: a cluster of 9 separate species, C57H139N9O17 in total in a non-equilibrium geometry, with the ωB97M-V functional and the def2-TZVPD basis.

Lowest unoccupied orbital energy   0.024 Eh
Gap between HOMO and LUMO   8.70 eV
E_HOMO   -8.0378 eV
ΔE to the lowest compared entry with this formula, charge and spin   52.4 kJ/mol

The geometry in ORCA input format:
```
! RIJCOSX wB97M-V def2-TZVPD def2/J DEFGRID3
* xyz 0 1
C 5.23293 -11.97726 22.37607
O 3.87162 -12.25555 22.14295
C 3.13378 -12.62749 23.26153
C 1.69094 -12.59426 22.93052
N 1.31149 -13.64423 21.92292
C -0.04624 -13.52907 21.47928
C -0.44078 -12.21138 20.74666
O -1.41288 -12.55037 19.77665
C -1.90610 -11.32819 19.15416
H 5.57516 -11.86347 21.36093
H 5.67833 -12.80612 22.97623
H 5.36855 -11.12088 23.01904
H 3.27241 -12.00314 24.12139
H 3.37259 -13.61833 23.65933
H 1.38346 -11.59221 22.62565
H 1.09318 -12.86985 23.81474
H 2.03326 -13.72425 21.24066
H -0.65584 -13.62079 22.34507
H -0.22337 -14.36960 20.76839
H 0.48248 -11.82834 20.22677
H -0.69895 -11.37201 21.39867
H -1.35011 -10.45173 19.50881
H -2.94145 -11.10916 19.44013
H -1.83328 -11.46598 18.06366
C -0.57785 -17.20860 25.40878
O -0.40194 -16.45410 26.55049
C 0.86455 -15.76497 26.75942
C 1.02943 -14.67428 25.74166
N 0.03911 -13.58569 25.52865
C -1.33636 -13.89785 25.02616
C -1.99427 -12.57351 24.53566
O -2.15491 -11.73004 25.70293
C -2.37144 -10.39478 25.36773
H 0.34476 -17.73638 25.22416
H -0.85489 -16.73136 24.48825
H -1.38851 -17.93036 25.57512
H 1.67355 -16.55433 26.68458
H 0.79657 -15.30398 27.72870
H 1.23995 -15.13949 24.75372
H 1.99613 -14.13611 25.97703
H -0.03466 -13.23185 26.49415
H -1.97247 -14.39197 25.75978
H -1.31125 -14.64318 24.20416
H -2.98455 -12.77311 24.16243
H -1.41026 -12.07617 23.76614
H -3.07219 -10.17681 24.57819
H -1.45672 -9.89740 25.02157
H -2.73252 -9.81942 26.24109
C -1.07454 -7.27087 27.39938
O -2.51165 -7.33608 27.46582
C -3.15920 -6.45460 26.53148
C -4.61272 -6.77365 26.38289
N -4.83507 -8.09417 25.73999
C -6.14261 -8.58763 25.43147
C -6.02563 -9.99226 24.94461
O -5.47157 -10.83526 25.99069
C -5.90495 -12.21263 25.97795
H -0.69394 -6.24923 27.14590
H -0.75183 -7.90527 26.56308
H -0.64922 -7.66258 28.31285
H -2.62196 -6.58992 25.60669
H -3.10861 -5.43809 26.88047
H -5.06794 -6.00192 25.76739
H -5.07083 -6.74624 27.35806
H -4.41877 -8.76161 26.36649
H -6.62679 -7.99663 24.65526
H -6.86819 -8.57018 26.24119
H -5.31888 -10.11256 24.10928
H -6.98866 -10.37498 24.53845
H -6.10799 -12.58254 26.98502
H -5.13290 -12.88229 25.57875
H -6.79113 -12.21255 25.37640
C -6.15200 -16.59274 23.30651
O -4.93361 -15.98719 23.53352
C -3.86684 -16.69715 24.04296
C -3.05657 -17.33117 22.90264
N -2.20243 -16.32597 22.29168
C -1.66982 -16.74619 20.99456
C -0.21362 -17.13525 21.15572
O 0.01420 -18.29123 21.96611
C -0.22831 -19.50893 21.30910
H -6.03787 -17.39749 22.57724
H -6.83404 -15.83825 22.80478
H -6.61366 -17.06076 24.18273
H -4.19822 -17.48235 24.70085
H -3.22203 -15.96974 24.53079
H -3.73756 -17.72547 22.14461
H -2.49031 -18.16220 23.29795
H -2.84648 -15.55693 22.09117
H -1.74991 -15.94080 20.26807
H -2.23067 -17.61665 20.61028
H 0.36725 -16.33341 21.58883
H 0.08958 -17.36395 20.09631
H 0.14009 -19.39239 20.31447
H -1.30329 -19.77016 21.31622
H 0.23395 -20.37868 21.79142
C -4.26347 -9.18189 21.12164
O -3.95650 -10.44113 21.69183
C -5.00274 -11.37675 21.38281
C -4.56600 -12.84355 21.66853
N -5.22896 -13.82113 20.87111
C -4.47103 -14.31075 19.65363
C -5.08503 -15.60424 19.18715
O -4.71260 -16.61270 20.10252
C -5.40024 -17.80747 19.88613
H -5.36572 -8.96349 21.29323
H -4.06463 -9.27991 20.05212
H -3.65226 -8.45958 21.66083
H -5.23871 -11.35333 20.36122
H -5.88614 -11.06973 21.88339
H -4.79616 -13.12194 22.68808
H -3.41932 -12.89631 21.50822
H -5.45851 -14.60466 21.43292
H -3.45754 -14.44469 19.97052
H -4.49694 -13.54862 18.83951
H -4.72703 -15.84105 18.15820
H -6.18953 -15.57110 19.12102
H -4.93730 -18.44057 19.12418
H -6.41401 -17.66174 19.54738
H -5.44951 -18.36329 20.82045
C 1.41578 -13.55735 29.73030
O 2.54821 -13.89103 28.93980
C 3.77411 -14.03359 29.70996
C 4.75576 -14.63568 28.74016
N 4.38721 -15.98845 28.32792
C 5.31282 -16.42519 27.28925
C 4.89901 -17.77584 26.71412
O 3.66999 -17.69225 26.03137
C 2.97238 -18.93474 25.93469
H 0.54840 -13.47106 29.01877
H 1.54656 -12.65264 30.32158
H 1.03761 -14.33125 30.44793
H 3.61410 -14.66973 30.58089
H 4.10718 -13.06748 30.04858
H 5.79215 -14.77487 29.18043
H 4.80010 -13.90887 27.86237
H 3.38800 -15.98796 28.01535
H 6.31734 -16.52242 27.72019
H 5.38895 -15.67095 26.49622
H 4.84773 -18.45187 27.56074
H 5.65138 -18.14282 25.94286
H 1.90737 -18.74291 25.88149
H 3.16811 -19.49764 26.86255
H 3.22683 -19.62278 25.08842
C -3.93830 -14.62004 27.14853
O -3.11568 -15.54651 27.85041
C -1.94808 -14.92400 28.49760
C -2.32025 -14.24674 29.77949
N -3.05178 -13.01743 29.61766
C -2.27161 -11.85515 29.34792
C -3.14323 -10.61760 29.19039
O -3.79821 -10.31741 30.42298
C -4.49942 -9.10678 30.29543
H -4.22550 -15.06163 26.20109
H -3.44979 -13.67583 26.94044
H -4.73152 -14.32671 27.78703
H -1.48847 -14.22302 27.78171
H -1.28572 -15.75740 28.62311
H -1.51077 -14.11909 30.48905
H -3.04828 -14.94812 30.23947
H -3.63472 -12.85706 30.41090
H -1.61181 -11.90643 28.44782
H -1.54221 -11.63370 30.20131
H -3.89076 -10.83378 28.37833
H -2.53794 -9.74640 28.91898
H -3.84603 -8.35724 29.83901
H -4.68893 -8.67635 31.29072
H -5.43295 -9.22622 29.73956
C 10.03956 -17.72048 24.37766
O 8.90210 -17.31556 23.67019
C 9.02289 -17.36211 22.28114
C 8.03185 -16.42560 21.64425
N 6.60775 -16.61694 22.02487
C 6.10372 -16.20584 23.36780
C 4.63546 -16.26595 23.28619
O 4.17797 -17.52663 22.88183
C 2.74515 -17.49403 22.69742
H 9.82644 -17.48354 25.46073
H 10.96892 -17.16772 24.09419
H 10.23960 -18.79777 24.28619
H 8.84834 -18.36445 21.87203
H 10.06088 -17.10232 22.03270
H 8.07456 -16.64778 20.55749
H 8.30544 -15.38263 21.89905
H 6.24538 -17.54462 21.83862
H 6.41777 -15.19129 23.49986
H 6.40264 -16.88127 24.16699
H 4.25139 -15.47499 22.58669
H 4.22752 -16.05117 24.28380
H 2.28659 -16.82476 21.90498
H 2.34736 -17.14596 23.67919
H 2.40713 -18.54975 22.49167
C -6.35358 -18.85740 26.69683
C -5.58759 -19.15488 27.99353
C -6.12272 -20.46204 28.60067
C -5.83090 -21.66409 27.71782
C -4.32658 -21.84082 27.58635
C -3.56080 -20.57438 27.01934
N -4.10396 -19.33095 27.76491
O -3.57577 -18.17377 27.05833
C -2.10605 -20.70620 27.31095
C -3.80278 -20.49964 25.49500
C -5.78821 -18.01415 28.97776
H -6.07033 -17.87762 26.34610
H -7.34383 -18.70199 26.94744
H -6.16108 -19.55148 25.88341
H -5.69586 -20.55910 29.57139
H -7.14757 -20.41091 28.77484
H -6.23929 -21.48892 26.72502
H -6.24483 -22.66109 28.06967
H -4.20537 -22.76289 27.03665
H -3.78954 -22.09477 28.51524
H -1.93936 -21.06096 28.31600
H -1.59856 -21.52774 26.79722
H -1.52011 -19.80511 27.03995
H -3.25779 -19.68029 25.03978
H -3.38285 -21.34849 24.98340
H -4.82910 -20.48782 25.12791
H -6.85596 -17.80583 29.15262
H -5.29278 -17.08840 28.60857
H -5.29757 -18.25551 29.91890
H -3.27978 -17.56218 27.75842
*
```

Here are the Mulliken charges for atoms 1 to 2, given in e: -0.64, -0.34